Here is a molecular structure, C68H98AsF6N10O6 from the Open Molecules 2025 dataset. Energies are from the ωB97M-V functional and the def2-TZVPD basis.

Results
energy relative to the best compared isomer or geometry (same formula, charge and spin): 17.5 kcal/mol
gap between HOMO and LUMO: 2.84 eV
highest occupied orbital energy: -16.9 eV
charge: +7

```
189
Properties=species:S:1:pos:R:3:mulliken_charge:R:1
As -0.32430 1.00691 0.79978 2.212
F -1.82299 1.97428 0.62369 -0.438
F 1.05480 -0.20222 0.88903 -0.802
F 0.72320 2.37404 0.35916 -0.417
F -0.42309 0.52562 -0.92563 -0.393
F -1.38327 -0.42316 1.20915 -0.571
F -0.14036 1.42538 2.58729 -0.545
O 2.29473 -1.92093 2.66245 0.181
O 2.62270 -3.23006 0.95231 -0.631
O 3.22891 3.98503 2.58803 -0.602
O 3.52724 3.54998 0.48475 -0.459
O 4.93568 4.77800 1.66571 -0.740
O 3.65264 -3.65722 2.74514 -0.779
N 8.68186 -3.98724 -0.14295 0.028
N -1.43825 -2.68758 5.28175 0.131
N -3.19676 8.97159 -1.09196 0.049
N -6.27623 1.19260 -1.48834 0.568
N 1.61567 -8.04174 8.71801 0.058
N 0.77360 2.26840 -4.40171 0.230
N 1.39129 -3.52136 -8.83378 0.005
N 4.06158 0.34488 3.13180 0.508
N -0.26509 -3.19668 -1.95908 0.246
N -0.04269 5.07714 3.90625 0.206
C 5.17951 -0.44002 1.14624 -1.382
C 0.45387 -3.28075 -4.67575 0.968
C -0.27146 -4.73910 6.79367 0.562
C 4.16426 0.33493 1.75072 -0.436
C -3.51035 7.66741 -1.06372 -0.480
C -2.21678 9.49097 -0.25876 -0.383
C -0.61229 2.80225 -3.91272 -0.654
C -1.61982 8.71792 0.71279 -0.549
C 4.85512 -0.38320 3.93608 -0.312
C -1.30982 6.57236 1.88279 0.548
C -0.78630 -2.76202 -4.20920 -0.673
C -0.62033 5.40633 1.60520 -0.674
C -3.16278 3.09153 -4.14125 0.337
C 2.38225 -3.27715 -7.90897 -0.301
C 8.63926 -2.64694 -0.51262 -0.261
C -6.08804 -0.28447 -1.40056 -1.180
C -7.43589 1.76772 -0.58430 -0.652
C 2.92832 1.10106 3.66414 -0.886
C 1.95519 -7.69557 7.50155 -0.096
C 0.14514 -3.82492 -8.46893 -0.227
C 2.99334 1.77189 -3.57398 -0.717
C 2.42243 -9.11301 9.34103 -0.905
C -1.84369 2.57340 -4.85275 -0.857
C 2.35509 0.48673 -4.06593 -0.612
C 0.68856 -7.32262 9.43358 -0.464
C 7.89057 -4.44644 0.89992 -0.522
C 9.46469 -4.96174 -0.87615 -0.819
C 1.32604 -3.74195 -3.65727 -0.827
C 7.04623 -3.54983 1.58118 -0.509
C 6.98841 -2.14690 1.31442 0.176
C 2.08464 -3.35187 -6.53481 -0.732
C 1.29946 -6.68005 6.80709 -0.891
C -0.60027 -3.08661 -0.52505 -0.813
C -0.64919 6.24084 4.20956 -0.451
C -0.09004 -2.86246 5.27506 -0.445
C 2.80688 -2.99475 2.10906 0.520
C 5.82077 -1.16101 3.35724 -0.344
C -5.55002 2.75227 0.36001 -0.481
C -1.69579 -4.49676 6.76366 -0.725
C -5.84382 -0.89562 0.02277 -0.511
C 0.98109 -3.62966 -2.32647 -0.466
C -4.90504 -2.14502 0.15755 0.062
C -5.07621 2.03420 -0.90063 -0.298
C 1.66293 -3.40788 -10.28702 -0.830
C -0.03331 4.59921 2.63460 0.075
C 0.67088 4.38094 4.93830 -0.704
C 0.84685 0.68980 -4.21532 -0.052
C -1.13619 -2.69416 -2.85971 -0.581
C 0.76243 -3.45222 -6.13440 0.737
C -1.91927 7.36953 0.80048 0.426
C 3.94163 4.07693 1.60641 0.675
C -6.63471 1.54642 -2.92311 -0.951
C -2.84250 6.83327 -0.08986 -0.704
C 0.99587 2.58642 -5.90659 -0.993
C 0.31186 -5.96321 7.47822 0.749
C -3.93452 9.78923 -2.12308 -0.821
C 0.49893 -3.82208 6.11300 -0.850
C 7.77301 -1.72908 0.20740 -0.680
C -0.18780 -3.85993 -7.09268 -0.705
C 1.90340 2.85822 -3.48129 -0.240
C -2.23263 -3.48864 5.96049 -0.085
C -5.22371 -3.33528 -0.79893 -1.464
C -1.35660 6.97131 3.25461 -0.539
C -1.96814 -1.65599 4.36789 -0.989
C -6.92942 2.17945 0.69074 -0.681
C -3.31998 4.65165 -4.04077 -1.417
C 5.99180 -1.21713 1.94172 1.420
C 0.01124 -6.27659 8.78707 -0.512
H 2.40081 1.68312 2.90847 -0.256
H -0.09263 -2.22288 -0.09567 0.260
H 1.72852 -9.81397 9.80497 0.380
H 2.99586 -9.73417 8.65295 0.327
H -4.86843 2.68590 1.20802 0.306
H 0.04732 3.98749 5.74109 0.366
H 3.03929 -8.67814 10.12746 0.376
H 1.18262 3.51539 4.51754 -0.039
H 2.69272 -3.08520 -10.44036 0.267
H -1.98655 1.49927 -4.97076 0.341
H 0.47180 -7.66653 10.43415 0.481
H -1.74428 3.00652 -5.84805 0.478
H -4.09493 2.77667 -4.61036 0.509
H -4.94310 9.40059 -2.26391 0.345
H 8.78076 -5.55938 -1.47879 0.360
H -3.04610 5.77337 -0.12934 0.787
H 2.85091 -2.99045 -5.86503 0.403
H 2.21965 -4.22878 -4.01902 0.723
H -4.37779 4.86347 -3.88503 0.458
H 1.68859 3.01113 -2.42366 -0.114
H -0.79166 -5.74417 9.27521 0.493
H -1.03926 9.06972 1.55278 0.613
H -5.66602 1.45422 -3.41427 0.317
H 2.21230 3.82961 -3.86740 0.491
H 0.99216 -2.72735 -10.81148 0.361
H -5.24947 -0.60309 -2.01973 0.617
H -5.25110 -3.16294 -1.87487 0.328
H -0.45369 3.88045 -3.89194 0.486
H 3.31715 -2.92696 -8.32096 0.395
H 9.26432 -2.46313 -1.37397 0.436
H -3.04839 -1.66790 4.51281 0.290
H 0.30429 1.97343 -6.48457 0.359
H 0.30344 0.42228 -3.30909 -0.171
H 1.45735 5.06831 5.24987 0.442
H 1.50103 -4.42148 -10.65377 0.402
H 1.64169 -4.00661 -1.55971 0.560
H 0.48088 0.17974 -5.10639 0.353
H 1.85508 -1.42959 1.96467 0.112
H -3.41333 9.64101 -3.06886 0.376
H -1.92244 7.82827 3.58905 0.648
H 0.86225 3.66639 -5.96902 0.372
H -1.67412 -3.08345 -0.33812 0.069
H -1.23865 -3.98215 -6.87551 0.506
H 0.47665 -2.31316 4.53783 0.797
H 1.54923 -3.81640 6.36449 0.555
H -8.01265 2.60329 -0.98089 0.444
H -2.38119 -5.14442 7.29011 0.496
H -3.22420 2.65574 -3.14404 -0.348
H -6.20445 -3.78294 -0.63812 0.440
H -6.81606 -1.20418 0.40702 0.357
H 3.33981 1.77756 -2.54053 0.287
H -1.91640 10.52256 -0.36831 0.459
H -4.64428 -4.22053 -0.53683 0.459
H -0.70139 6.66584 5.20105 0.439
H -3.86449 -1.82177 0.18712 -0.353
H -5.65272 3.82877 0.22331 0.411
H 6.34511 -3.86445 2.34003 0.445
H -2.86839 5.26969 -4.81678 0.384
H 6.44798 -1.80115 3.95992 0.547
H 9.87405 -5.66949 -0.15532 0.356
H 3.78093 2.13492 -4.23430 0.371
H -4.20241 7.30277 -1.80837 0.406
H -4.93968 -2.56661 1.16212 0.442
H -7.41871 0.88262 -3.28755 0.364
H -4.83348 2.75451 -1.68186 -0.041
H 4.55003 -0.45625 4.96951 0.462
H -1.55347 -2.43665 -4.89623 0.504
H -0.29275 -3.99711 -0.01074 0.431
H 7.99117 -5.49544 1.13630 0.452
H -7.54493 3.00040 1.05856 0.416
H -3.90325 10.82504 -1.78509 0.330
H 2.58289 -0.27976 -3.32519 0.496
H -3.29662 -3.40689 5.79420 0.391
H 3.36040 1.81805 4.36224 0.678
H 5.35692 -0.43764 0.08091 0.558
H 2.05031 2.47443 -6.15898 0.395
H -6.86073 2.61211 -2.95943 0.459
H -7.06065 -0.68347 -1.68853 0.378
H -4.20296 1.40303 -0.73581 0.188
H 2.63708 3.40816 0.81504 0.209
H -2.93365 5.06799 -3.11043 0.237
H -1.71664 -1.93575 3.34486 0.425
H -6.94822 1.38677 1.43867 0.276
H 1.48882 -6.31600 5.80808 0.680
H -0.69736 2.42263 -2.89451 0.250
H 10.24511 -4.42847 -1.41898 0.287
H -1.64756 -0.63558 4.57789 0.346
H -2.07566 -2.30825 -2.49247 0.703
H 0.51676 3.69431 2.42254 -0.006
H -0.48706 -4.17886 -9.26984 0.504
H 2.77284 -8.23305 7.04442 0.387
H -8.19261 0.99688 -0.43842 0.318
H 2.93554 0.06886 -4.88847 0.390
H -5.46157 -0.11635 0.68210 0.402
H -0.44294 5.08170 0.59054 0.691
H 2.15904 0.40888 4.00649 0.262
H 3.51073 1.04321 1.26323 0.608
H 7.75347 -0.70573 -0.13724 0.595
```